This record from the Open Molecules 2025 dataset describes one molecule with the formula C6H10N4 at a distorted geometry. The level of theory is ωB97M-V/def2-TZVPD.

Values from the calculation:
- Kohn-Sham gap: 8.9 eV
- Calculated total energy: -453.5849 Ha
- M: 138.2 g mol⁻¹
- LUMO level: 0.9505 eV
- Energy relative to the best compared isomer or geometry (same formula, charge and spin): 41.5 kcal/mol
- SMILES string: c1c[nH]c(N2CCCN2)n1
- Strongest force on any atom: 4.4 eV Å⁻¹

The geometry in ORCA input format:
```
! wB97M-V def2-TZVPD RIJCOSX def2/J DEFGRID3
* xyz 0 1
C -2.36 -1.59 -1.15
C -1.31 -2.29 -1.67
C -0.62 -0.41 -0.97
C 0.75 1.55 1.67
C 1.72 0.43 1.25
C -0.42 1.49 0.59
N -1.91 -0.40 -0.65
N -0.16 -1.48 -1.57
N 1.53 0.37 -0.23
N 0.16 0.76 -0.61
H -3.24 -2.17 -1.06
H -1.17 -3.34 -2.01
H 0.40 1.34 2.66
H 1.22 2.52 1.57
H 2.76 0.77 1.48
H 1.66 -0.58 1.71
H -1.25 1.00 1.01
H -0.68 2.40 0.16
H 0.81 -1.52 -1.66
H 2.11 1.17 -0.50
*
```

The computed Löwdin charges, all in e, follow: -0.1656, -0.1073, -0.4036, -0.1339, -0.1978, -0.1141, 0.0944, 0.1290, -0.0458, -0.0478, 0.0848, 0.1099, 0.0908, 0.0967, 0.1144, 0.1102, 0.0791, 0.0804, 0.1219, 0.1044


This record from the Open Molecules 2025 dataset describes C21H25BCaN4O2SSi as an isolated structure at a distorted geometry. The level of theory is ωB97M-V/def2-TZVPD.

Values from the calculation:
- Kohn-Sham gap: 6.6 eV
- Calculated total energy: -2575.0371 Ha
- M: 476.5 g mol⁻¹
- LUMO level: -1.0272 eV
- Energy relative to the best compared isomer or geometry (same formula, charge and spin): 18.5 kcal/mol
- Strongest force on any atom: 3.0 eV Å⁻¹

The geometry in ORCA input format:
```
! wB97M-V def2-TZVPD RIJCOSX def2/J DEFGRID3
* xyz 0 1
Ca 0.70 -0.44 -0.99
C 4.48 -0.75 -2.19
C 4.11 -0.73 -0.73
C 5.06 -0.51 0.24
C 4.65 -0.53 1.58
C 3.33 -0.77 1.89
C 2.40 -1.02 0.86
N 2.82 -0.98 -0.43
N 1.08 -1.25 1.06
Si 0.52 -2.55 2.03
C -1.35 -2.69 1.79
C 1.38 -4.13 1.43
C 0.81 -2.37 3.89
H 5.05 0.13 -2.47
H 3.58 -0.80 -2.80
H 5.09 -1.63 -2.41
H 6.08 -0.32 -0.04
H 5.37 -0.33 2.36
H 2.98 -0.75 2.91
H -1.60 -2.91 0.75
H -1.85 -1.77 2.07
H -1.74 -3.50 2.40
H 1.25 -4.23 0.35
H 1.02 -5.05 1.90
H 2.45 -4.05 1.61
H 0.31 -1.47 4.27
H 1.87 -2.29 4.13
H 0.41 -3.23 4.44
O 1.51 2.58 -0.73
B 0.58 1.80 -1.46
O -0.38 2.70 -1.98
C -0.03 3.97 -1.59
C -0.64 5.17 -1.85
C -0.06 6.31 -1.31
C 1.10 6.23 -0.54
C 1.71 5.01 -0.27
C 1.13 3.89 -0.81
H -1.54 5.22 -2.45
H -0.51 7.28 -1.49
H 1.53 7.14 -0.13
H 2.61 4.94 0.33
N -6.82 0.17 -0.63
C -6.21 -0.97 -1.00
S -7.11 -2.31 -1.35
C -4.72 -0.95 -1.07
C -4.02 -2.06 -1.53
C -2.65 -2.01 -1.62
N -1.93 -0.93 -1.27
C -2.59 0.12 -0.81
C -3.97 0.16 -0.69
H -7.82 0.17 -0.60
H -6.33 1.02 -0.43
H -4.56 -2.95 -1.82
H -2.09 -2.86 -1.98
H -1.99 0.99 -0.54
H -4.43 1.06 -0.29
*
```

The computed Löwdin charges, all in e, follow: 1.3030, -0.0311, -0.3394, -0.0525, -0.0633, -0.0248, -0.5034, -0.0262, -0.2238, 0.3700, -0.1785, -0.1722, -0.1837, 0.0823, 0.0639, 0.0827, 0.1068, 0.1072, 0.0942, -0.0037, 0.0271, 0.0293, 0.0191, 0.0232, 0.0243, 0.0275, 0.0108, 0.0248, 0.0601, -0.5401, 0.0545, -0.2308, -0.0050, -0.1020, -0.1005, 0.0002, -0.2280, 0.1141, 0.0969, 0.0974, 0.1167, 0.0840, -0.8120, 0.6859, -0.2125, -0.0271, -0.1315, 0.0031, -0.1172, 0.0104, 0.0964, 0.0901, 0.0812, 0.1165, 0.0981, 0.1075